Record 1
50
Properties=species:S:1:pos:R:3:forces:R:3 method="wB97M-V/def2-TZVPD" total_charge=-1 energy_ha=-4350.9227 de_lowest_ev=2.447 homo_lumo_gap_ev=5.3 molar_mass_da=563.6 max_force_ev_per_a=2.738
C -6.018 2.332 -0.940 -1.0105 0.5949 -0.7259
N -5.484 3.710 -1.347 -0.6663 -1.1050 -1.0861
C -4.194 3.581 -2.129 -0.4038 0.5022 -1.4095
In -2.362 3.080 -0.896 -0.0724 -0.7781 -0.3928
Br -0.797 5.158 -0.403 -0.2117 -0.1998 -0.1308
C -1.129 1.577 -2.093 0.9041 -0.6155 -0.7453
C -0.892 2.002 -3.663 0.0578 -0.4892 -0.0895
C -2.242 1.867 -4.610 1.0944 -1.3183 -0.0750
Cl -2.801 3.541 -5.285 0.4182 -1.5936 0.5964
H -7.021 2.542 -0.339 2.2229 -0.6929 -0.9270
H -5.229 1.712 -0.334 -1.5930 1.2942 -1.1676
H -6.368 1.773 -1.936 0.9400 0.5862 2.0669
H -6.202 4.042 -2.061 1.0701 -0.3929 1.3338
H -4.366 2.757 -2.971 0.5079 1.6180 1.3937
H -3.981 4.620 -2.675 -0.5894 -2.2612 1.0968
H -2.701 2.315 0.696 0.0144 0.1888 -0.1603
H -1.664 0.518 -2.017 1.1754 2.4198 -0.5083
H -0.039 1.427 -1.629 -2.2795 0.2916 -0.8788
H -0.091 1.227 -4.092 -1.6456 1.7849 0.5456
H -0.477 3.107 -3.805 -0.8132 -2.4245 0.4792
H -1.913 1.240 -5.554 -0.9879 1.3995 1.8062
H -3.138 1.315 -4.070 1.8439 1.5085 -1.1115
C -0.242 -1.178 3.702 -0.0567 -0.0204 -0.1745
C -1.030 -0.392 2.860 0.2384 -0.3380 -0.0698
C -1.081 -0.665 1.492 0.0238 -0.1127 -0.1419
C -0.340 -1.737 0.976 -0.0034 0.3041 1.0013
C 0.457 -2.524 1.817 -0.0230 0.0114 0.0745
C 0.503 -2.239 3.183 -0.3046 0.1103 -0.3049
N -0.410 -2.046 -0.458 -0.3892 0.0936 -1.3099
O -1.112 -1.315 -1.172 1.1770 -1.6464 1.2888
O 0.233 -3.022 -0.870 -0.6810 1.1522 0.4397
H -0.209 -0.965 4.768 0.0290 -0.0327 -0.2246
H -1.606 0.434 3.271 0.1134 -0.1326 -0.2142
H -1.700 -0.043 0.849 0.1881 -0.1344 -0.0146
H 1.041 -3.356 1.429 -0.2348 0.2312 -0.1027
H 1.117 -2.846 3.845 -0.1267 0.1311 -0.1988
C 6.049 -2.966 0.255 -0.0783 0.0464 0.1260
C 4.787 -2.370 0.240 0.2017 -0.0698 0.3089
C 4.194 -1.956 1.434 0.0471 -0.0025 0.0838
C 4.878 -2.140 2.643 0.4019 -0.2872 -0.9033
C 6.142 -2.745 2.662 -0.0237 0.0153 -0.0273
C 6.724 -3.157 1.462 -0.3862 0.1880 0.0266
N 4.271 -1.684 3.899 -0.6647 0.5215 1.0967
O 3.143 -1.171 3.842 1.8263 -0.7577 0.1350
O 4.922 -1.834 4.943 -0.9053 0.1688 -1.3918
H 6.511 -3.282 -0.679 -0.1046 0.0625 0.1919
H 4.267 -2.226 -0.705 0.0475 -0.0075 0.2513
H 3.210 -1.494 1.404 0.2321 -0.0638 0.2188
H 6.683 -2.898 3.594 -0.3127 0.1474 -0.1351
H 7.707 -3.625 1.466 -0.2070 0.1041 0.0599


Record 2
10
Properties=species:S:1:pos:R:3:forces:R:3 method="wB97M-V/def2-TZVPD" spin_multiplicity=2 s_squared=0.75 total_charge=-2 energy_ha=-623.9793 homo_lumo_gap_ev="2.0 / 6.2" molar_mass_da=93.1 max_force_ev_per_a=0.936
S -0.434 2.405 -0.390 0.4502 0.3453 -0.0786
H -1.710 2.755 -0.448 -0.3035 -0.0965 -0.0430
N 0.165 -0.191 1.166 -0.2207 0.4958 0.4277
C 0.311 -1.153 0.223 -0.2130 0.5266 0.1640
N 0.396 -0.685 -1.053 0.1852 -0.4338 -0.3426
O 0.381 -2.362 0.497 0.2397 -0.0329 -0.1004
H -0.099 0.814 0.930 0.1951 -0.8558 -0.3249
H -0.038 -0.538 2.085 -0.0455 -0.0919 0.0166
H 0.771 -1.339 -1.714 -0.1614 -0.0006 -0.1026
H 0.257 0.294 -1.298 -0.1261 0.1438 0.3839